# 1
This record from the OMol25 dataset describes a molecular structure, C43H101CaN6O11. The level of theory is ωB97M-V/def2-TZVPD.

## Properties
* energy above the lowest of the compared OMol25 structures with the same formula, charge and spin: 181.86 kcal per mole
* orbital gap: 6.71 eV
* E_LUMO: -2.817 eV
* total energy: -3532.08117 Eh

ORCA input file:
```
! RIJCOSX wB97M-V def2-TZVPD def2/J DEFGRID3
* xyz 1 1
H -1.96 5.10 2.03
H 2.38 -3.20 -7.15
H 5.54 5.40 -1.18
C 6.22 1.68 -2.19
C 1.87 -5.39 -5.58
H 3.24 5.79 -1.95
H 1.52 -1.85 -1.81
H 1.41 -1.79 2.95
H -4.65 -1.43 1.02
O 3.79 -1.83 4.04
C -3.61 0.13 5.21
H -3.37 1.32 -4.34
C 3.09 3.29 0.09
N -0.49 3.49 2.32
H 2.34 -3.21 -1.13
O -4.92 -1.18 -3.59
C -3.53 -3.84 4.96
C 0.45 4.39 3.04
C -3.84 -0.75 2.90
C -2.74 0.01 -2.72
C 4.07 1.14 -0.70
O 0.75 2.72 4.67
H 0.26 -0.66 6.31
H 4.46 1.28 -4.23
C -0.11 1.97 -5.12
H -2.81 -1.10 3.00
H 4.85 2.15 0.97
H 3.84 3.99 -3.80
H -6.45 1.37 -0.10
H -0.61 3.61 -2.54
C -4.29 -0.49 1.42
H 4.43 -0.17 -3.26
C 4.16 0.89 -3.26
H 2.91 3.78 1.04
H 2.12 -3.41 2.56
O -0.85 0.23 2.18
H -0.05 -2.49 -5.88
C -0.64 -3.52 2.75
C -5.32 -1.97 -4.65
O 4.63 3.73 -3.32
H -0.87 1.27 -5.45
H -3.02 0.03 -1.67
H 6.48 2.34 -1.36
N -2.87 1.23 -3.46
H 1.98 4.40 -2.05
H -0.42 -3.94 1.77
H 2.94 -0.07 4.60
H -4.81 0.70 3.51
H 6.59 0.67 -2.03
H 2.20 4.17 4.38
H -0.37 -2.26 -3.16
C 3.87 2.05 0.50
H -5.25 -1.47 -5.62
C -0.42 -3.34 -3.08
H 2.38 -2.31 5.41
H -6.34 -2.37 -4.63
H 1.82 -5.44 -6.67
H 0.85 1.59 -5.49
H -3.13 -0.99 -4.47
H -0.97 4.73 0.61
C -2.25 -0.38 5.64
H -0.85 0.40 0.25
H 3.08 0.78 -3.23
C 0.05 -0.06 5.42
H -4.63 -2.76 -4.94
C -0.93 -3.93 -4.30
C 2.77 -2.64 4.46
H 5.65 4.00 -0.12
H -0.25 -4.25 -6.28
H -1.92 2.48 0.33
H 2.08 2.99 -0.18
C -2.28 2.47 -3.07
C -1.38 4.32 1.53
H 6.80 2.10 -3.01
H -5.10 0.55 -0.77
H -4.54 -1.49 3.29
H 3.35 -0.03 2.98
H 1.07 4.95 2.34
O -2.18 -3.64 4.63
C 0.04 -3.52 -5.52
C 5.00 4.81 -0.44
H -3.31 -0.17 1.06
H -2.52 -4.31 2.60
H -4.33 -0.55 5.67
O -1.20 0.57 5.27
H 0.03 -3.14 4.50
O -5.30 0.59 1.24
H 4.88 0.48 -0.39
H 0.69 -3.03 -0.61
N 4.00 3.07 -2.26
Ca -1.87 1.94 3.56
H 0.72 0.55 1.00
H -1.09 -3.75 -2.32
H -2.13 -1.33 5.11
H 3.76 -2.95 -3.59
H -1.73 -5.44 3.41
H 2.11 3.05 3.15
H 1.24 3.22 6.54
H -5.15 2.75 2.63
C 1.56 -3.94 -5.16
H 3.24 -3.60 4.69
C -5.85 0.47 0.01
H 0.46 -5.91 -2.92
C 0.91 -3.76 -2.72
H 0.86 0.66 5.59
H 3.20 0.50 -0.88
H -4.22 4.35 2.27
O 0.16 1.93 -3.77
C -1.79 -4.35 3.40
N 0.55 -3.52 3.73
C -4.51 3.34 1.98
H -2.50 -0.74 6.63
O -3.23 2.72 1.88
H -2.81 2.95 -2.25
H 1.91 -5.68 -2.08
C 3.72 -0.43 3.93
H -6.40 -0.47 0.01
H -2.90 3.87 0.17
H -3.18 -2.16 -3.24
H -1.67 -0.17 -2.84
H -4.96 3.48 0.99
H -0.34 2.60 6.38
H 4.64 0.07 4.23
C -3.50 -1.14 -3.46
O 3.26 -3.77 -3.55
H -1.86 -3.42 -4.56
C -2.35 3.30 0.92
H -0.98 -2.49 2.63
H 3.29 1.51 1.24
N -3.86 0.48 3.79
H 0.39 -5.35 -1.26
H -3.86 -3.32 5.87
C 1.68 -2.77 3.33
H -0.10 -1.12 0.73
H 0.43 -0.45 4.48
H 0.01 2.79 1.79
C 2.50 -3.02 -6.09
H 4.62 5.39 0.41
H -3.83 -4.88 4.94
H -0.20 3.01 -5.45
N 1.91 -3.51 -3.85
H -0.15 4.21 5.97
H 2.84 -5.76 -5.25
C 1.45 3.63 3.80
H -0.14 4.99 3.74
C 1.35 -2.87 -1.45
H -4.20 -3.34 4.26
C 2.70 4.98 -1.46
H -3.78 1.11 5.65
H 2.30 5.54 -0.63
C -0.18 -0.06 0.98
H -0.58 2.04 -1.90
C -0.74 2.57 -2.84
H 1.10 -6.08 -5.23
C 4.60 1.79 -2.12
H 3.54 -3.31 -6.00
C 0.37 3.26 5.89
C 3.83 4.00 -1.09
H -1.01 -5.02 -4.25
H -2.37 3.16 -3.91
H 2.54 -1.93 -6.01
C 0.92 -5.23 -2.21
*
```

Atom charges from the Mulliken analysis, given in e for atoms 1 to 8: atom 1 (H): 0.293, atom 2 (H): 0.440, atom 3 (H): 0.415, atom 4 (C): -1.535, atom 5 (C): -1.796, atom 6 (H): 0.524, atom 7 (H): 0.460, atom 8 (H): -0.727

# 2
This record from the OMol25 dataset describes a molecular structure, C7H11O6Y. The level of theory is ωB97M-V/def2-TZVPD.

## Properties
* orbital gap: 6.12 eV
* E_LUMO: -10.239 eV
* total energy: -762.40557 Eh

ORCA input file:
```
! RIJCOSX wB97M-V def2-TZVPD def2/J DEFGRID3
* xyz 2 1
H 6.46 -1.90 -1.05
H 7.00 -1.18 -2.58
O -0.05 4.07 -0.83
H -0.23 5.89 -1.68
O 3.16 -1.00 0.62
Y -1.55 0.43 -0.22
H 5.88 -2.57 -2.59
H 0.61 -1.51 -2.08
C 0.88 -1.08 -1.11
C 3.14 -0.78 -0.57
O 2.02 -0.33 -1.19
O -0.42 2.30 0.51
H 5.19 0.17 -1.37
O 3.85 -1.41 -1.45
C -0.90 5.15 -1.23
H 4.69 -0.33 -3.00
H 0.78 -1.72 1.12
H -1.65 4.90 -1.98
C 4.98 -0.69 -2.01
C -0.58 2.90 -0.60
H -0.37 -2.34 0.10
H -1.42 5.53 -0.34
C 6.15 -1.64 -2.07
C 0.47 -1.63 0.09
O -1.25 2.34 -1.52
*
```

Atom charges from the Mulliken analysis, given in e for atoms 1 to 8: atom 1 (H): 0.318, atom 2 (H): 0.374, atom 3 (O): -0.243, atom 4 (H): 0.238, atom 5 (O): -0.498, atom 6 (Y): 1.793, atom 7 (H): 0.310, atom 8 (H): 0.411

# 3
This record from the OMol25 dataset describes 3 unconnected molecules or ions with the total composition C4H12NS. The level of theory is ωB97M-V/def2-TZVPD.

## Properties
* energy above the lowest of the compared OMol25 structures with the same formula, charge and spin: 182.23 kcal per mole
* orbital gap: 3.91 eV
* E_LUMO: -9.083 eV
* total energy: -612.01430 Eh

ORCA input file:
```
! RIJCOSX wB97M-V def2-TZVPD def2/J DEFGRID3
* xyz 1 1
S -0.38 1.79 0.46
H 0.12 3.14 0.39
C 0.55 0.92 -0.75
C -0.37 -2.50 2.10
H 1.83 1.31 -4.92
H 3.17 0.68 -4.36
H -0.32 -0.57 1.01
C -0.89 -1.33 1.66
H -2.94 -0.46 1.46
H 0.26 1.30 -1.69
H 1.85 0.96 -3.36
H -0.46 -2.71 3.18
H 0.35 -3.03 1.56
H -1.92 0.26 2.74
N 2.38 1.29 -4.14
H 1.63 0.99 -0.53
H -2.65 -1.35 2.97
C -2.19 -0.68 2.21
*
```

Atom charges from the Mulliken analysis, given in e for atoms 1 to 8: atom 1 (S): -0.082, atom 2 (H): 0.293, atom 3 (C): -0.302, atom 4 (C): -0.573, atom 5 (H): 0.231, atom 6 (H): 0.242, atom 7 (H): -0.579, atom 8 (C): 0.927